Formula: C4H14NO3
Source: OMol25
Level of theory: ωB97M-V/def2-TZVPD

XYZ file:
```
22
Properties=species:S:1:pos:R:3:forces:R:3
C 0.19687 -0.61359 -0.90866 0.0 -0.2 -0.2
H -0.41283 0.48083 0.80987 0.4 0.1 -0.1
C -0.46098 -1.07706 -2.19590 0.6 0.1 -0.6
H -1.70770 0.80956 3.25615 0.1 0.2 0.1
H -0.69840 3.37125 0.41463 0.3 -0.1 -0.3
N -0.82059 0.06418 -0.04401 0.1 -0.1 0.9
H -0.97389 -2.03534 -2.13840 -0.5 0.2 0.3
O -1.07889 1.22779 2.65637 -0.1 -0.2 -0.3
H 0.32054 -2.48317 0.26168 -0.3 0.1 0.3
H 0.91634 0.15629 -1.14749 0.1 0.4 0.0
H 1.53691 -2.24472 -0.85845 0.5 0.1 -0.1
O -0.17519 2.74478 -0.11242 -0.4 0.0 0.2
C 0.94891 -1.68386 -0.13706 -0.2 -0.4 -0.3
C 1.81500 -1.05770 0.91960 0.3 0.3 -0.5
H -0.53362 1.81256 3.19144 0.0 -0.1 0.1
H 2.66476 -1.61210 1.34542 -0.2 -0.2 0.1
H -1.06186 -0.25154 -2.58822 -0.4 -0.4 0.0
O 1.64803 0.10755 1.17704 0.2 0.1 0.6
H -1.25477 0.86099 -0.51075 -0.2 -0.1 -0.1
H 0.34264 3.26006 -0.73754 0.0 0.2 0.1
H -1.49790 -0.59937 0.33101 -0.3 0.0 -0.5
H 0.28663 -1.23738 -2.98430 0.1 0.1 0.4
```
Positions in Å, forces in eV/Å.

Computed properties:
Spin multiplicity: 1
Energy above the lowest of the compared OMol25 structures with the same formula, charge and spin in kcal per mole: 1.84
Net charge: +1
Total energy in eV: -12001.7306
E_HOMO in eV: -13.9
Orbital gap in eV: 11.09
LUMO level in eV: -2.824

=====

Formula: C32H54N2O7PS
Source: OMol25
Level of theory: ωB97M-V/def2-TZVPD

XYZ file:
```
97
Properties=species:S:1:pos:R:3:forces:R:3
C 4.31418 8.99097 1.22001 0.6 2.0 -2.1
C 0.89934 7.20914 -1.49692 -0.5 -1.2 0.7
H 0.51178 3.09521 -2.69630 0.5 -0.2 0.8
C -6.04709 3.47448 -1.07322 3.0 1.0 1.1
H 1.77283 5.18167 -1.51064 -0.9 0.5 -0.5
H -1.58938 -2.75561 0.18473 -0.1 0.1 0.2
H -3.72861 -1.66088 0.02384 0.1 0.2 0.0
S 2.49658 7.94406 -2.10521 0.4 0.2 0.7
C -1.72476 -1.99403 -0.59159 -0.1 -0.2 -0.3
N 4.02937 9.85172 -0.76383 -1.5 -2.6 -0.3
H 3.67872 -2.42946 1.34019 -0.3 0.9 -0.6
H 1.64914 -7.72608 1.13527 0.2 0.1 -0.2
C -5.02358 2.43735 -0.95717 -0.1 1.2 0.4
C 3.71006 -7.61565 5.31204 -0.3 0.0 0.1
H -4.45129 -4.75328 -4.36807 -0.2 0.0 0.0
O 2.71933 -4.91202 2.72876 0.0 -0.2 0.1
H -1.35174 -7.25166 1.93476 -0.1 0.1 -0.1
H 0.90024 7.33988 -0.37853 -0.2 0.0 -1.0
C 0.36831 3.26053 -0.41393 1.2 -0.9 -0.3
H 4.59395 -7.06838 4.96938 0.0 0.0 0.1
C 3.57635 -0.08632 -1.37566 -0.6 -0.6 2.4
H -3.29487 -1.90728 -5.02224 -0.1 0.2 0.0
H 4.61451 -2.06122 -1.00893 -0.7 0.9 0.2
H -7.07394 3.27556 -1.45557 1.1 0.1 0.3
H 2.92717 3.11514 -1.26239 -0.7 -0.8 -0.3
C -3.21105 -1.88527 -0.91430 -0.1 0.0 0.1
H 3.29240 -6.90661 2.79041 -0.2 -0.1 0.1
H 1.31551 3.50813 0.16176 -1.0 -0.1 -0.5
H 1.60263 1.48817 1.08505 0.6 -0.6 -0.7
H -5.20452 -3.79152 -3.05264 0.0 0.0 -0.1
N 4.62495 10.04988 0.44432 -0.7 -2.6 2.0
C 3.38555 8.65594 -0.71823 0.6 2.0 0.5
H 2.05627 -5.23069 6.05488 0.0 0.3 0.0
H 2.84133 2.03600 -2.68815 -0.7 0.2 0.9
C -0.75156 -6.53210 2.49872 0.1 -0.2 0.2
H 0.54550 5.46532 -2.87270 0.4 0.2 1.0
H 1.02760 -2.00974 -1.32556 0.1 0.2 0.0
C 0.82038 2.55735 -1.76513 0.1 -1.1 1.1
C -4.27751 -4.24928 -3.41248 0.4 0.0 0.0
O -3.58198 -0.83564 -1.80233 0.0 -0.2 0.0
C -3.30113 4.03243 0.02908 -1.6 0.5 -0.1
H 4.01636 -0.00471 -2.39432 -0.5 0.1 0.9
C 2.70413 0.97075 -0.80943 0.8 -1.9 0.7
H 3.68041 -8.57048 4.78538 -0.1 0.0 0.1
C 0.78405 5.65789 -1.78656 1.1 0.6 -0.3
H 0.00501 7.71760 -1.95216 1.2 -0.1 0.5
C 1.45140 -6.77188 1.63830 0.2 -0.2 0.3
O 3.54514 8.07182 0.53102 0.5 1.1 -0.2
C -3.67726 2.69040 -0.41094 -1.7 1.6 -0.3
H 0.46803 -1.70086 -2.98803 0.0 -0.1 0.0
H -0.16088 2.48423 0.20287 0.2 0.9 -0.5
O 2.51309 -6.92084 5.01986 0.5 0.1 -0.2
C 2.01915 -4.77510 3.96160 -0.1 0.2 0.0
H 2.05326 -3.70570 4.19169 0.1 0.0 0.0
H -2.95511 1.84762 -0.32071 -0.7 0.8 -0.1
C -3.11398 -0.89365 -3.14493 0.1 0.2 -0.1
C 3.41707 -1.50924 0.76754 -0.5 2.2 -1.4
C 3.93184 -1.28032 -0.59056 -1.1 1.1 0.9
C 2.23584 0.74132 0.55688 0.8 -1.5 -0.2
H -1.32557 4.34438 -1.74907 -0.1 -0.3 -0.2
H -5.31967 1.40312 -1.27973 0.6 1.0 0.4
H 2.14871 -0.57439 2.36853 0.5 0.1 -1.2
H -1.63221 3.63055 1.37646 -0.1 0.6 -0.7
H -6.43514 5.62805 -0.72369 1.0 -0.6 0.2
P -0.58341 4.90684 -0.63597 -0.1 0.4 0.2
C -4.32074 5.10864 -0.10229 -1.1 -1.9 -0.9
H 0.16494 5.50256 0.48888 0.1 0.1 0.1
H -3.96482 -4.99181 -2.67510 0.1 0.0 -0.1
H -1.21134 -6.38136 3.47762 0.0 -0.1 0.0
H 0.29602 1.55338 -1.79640 0.5 1.1 -0.3
C -3.67004 -2.02765 -3.99892 0.4 0.0 0.1
C 2.36312 2.22930 -1.67977 0.6 -0.3 -0.2
H -0.73762 -5.56628 1.98425 0.0 -0.1 -0.1
C 2.61616 -5.51045 5.15636 -0.3 -0.1 -0.2
C -1.94268 4.43757 0.65832 -1.9 -0.6 0.7
C 2.77656 -6.20479 2.13529 0.1 0.0 -0.1
H 0.03478 -0.56658 -1.70472 0.0 -0.1 0.1
H -1.37945 -1.03232 -0.19725 0.1 0.0 -0.1
H -3.61767 -2.83894 -1.25241 0.2 -0.1 -0.1
H 3.77997 -7.80268 6.38920 0.2 0.0 0.0
H -4.76231 -1.96022 -4.02318 0.0 -0.1 0.1
H -2.02510 -0.86664 -3.17460 0.0 -0.3 0.0
C -5.64922 4.83732 -0.64334 0.8 -1.9 0.0
C 2.56219 -0.47402 1.33086 0.7 0.4 -1.9
H 1.01412 -6.08329 0.90898 -0.1 0.0 0.1
H -2.14925 5.34983 1.29646 0.4 -0.8 -0.8
H 4.67712 8.90095 2.26658 -0.8 -0.5 -1.1
O 0.55273 -7.04222 2.70486 -0.1 0.4 -0.2
H 3.42523 -6.09132 1.26111 -0.1 0.1 0.0
H -1.33515 6.16073 -0.84643 -0.1 0.2 0.2
H 3.65614 -5.19117 5.28282 0.0 -0.1 0.0
O -0.96232 -2.40390 -1.71680 -0.1 0.4 0.0
H 0.96357 -5.01275 3.83292 0.0 -0.2 0.1
O -3.23616 -3.30315 -3.54435 -0.5 0.0 0.2
H -4.11074 6.15633 0.22205 0.1 -1.1 -0.3
H -3.44186 0.04408 -3.60418 -0.1 0.0 0.1
C 0.20263 -1.62281 -1.93241 0.0 -0.3 0.0
```
Positions in Å, forces in eV/Å.

Computed properties:
Spin multiplicity: 1
Energy above the lowest of the compared OMol25 structures with the same formula, charge and spin in kcal per mole: 0.00
Net charge: -1
Total energy in eV: -71487.2994
E_HOMO in eV: -4.2
Orbital gap in eV: 6.24
LUMO level in eV: 2.053

=====

Please write out number 1 again, unchanged.
Formula: C4H14NO3
Source: OMol25
Level of theory: ωB97M-V/def2-TZVPD

XYZ file:
```
22
Properties=species:S:1:pos:R:3:forces:R:3
C 0.19687 -0.61359 -0.90866 0.0 -0.2 -0.2
H -0.41283 0.48083 0.80987 0.4 0.1 -0.1
C -0.46098 -1.07706 -2.19590 0.6 0.1 -0.6
H -1.70770 0.80956 3.25615 0.1 0.2 0.1
H -0.69840 3.37125 0.41463 0.3 -0.1 -0.3
N -0.82059 0.06418 -0.04401 0.1 -0.1 0.9
H -0.97389 -2.03534 -2.13840 -0.5 0.2 0.3
O -1.07889 1.22779 2.65637 -0.1 -0.2 -0.3
H 0.32054 -2.48317 0.26168 -0.3 0.1 0.3
H 0.91634 0.15629 -1.14749 0.1 0.4 0.0
H 1.53691 -2.24472 -0.85845 0.5 0.1 -0.1
O -0.17519 2.74478 -0.11242 -0.4 0.0 0.2
C 0.94891 -1.68386 -0.13706 -0.2 -0.4 -0.3
C 1.81500 -1.05770 0.91960 0.3 0.3 -0.5
H -0.53362 1.81256 3.19144 0.0 -0.1 0.1
H 2.66476 -1.61210 1.34542 -0.2 -0.2 0.1
H -1.06186 -0.25154 -2.58822 -0.4 -0.4 0.0
O 1.64803 0.10755 1.17704 0.2 0.1 0.6
H -1.25477 0.86099 -0.51075 -0.2 -0.1 -0.1
H 0.34264 3.26006 -0.73754 0.0 0.2 0.1
H -1.49790 -0.59937 0.33101 -0.3 0.0 -0.5
H 0.28663 -1.23738 -2.98430 0.1 0.1 0.4
```
Positions in Å, forces in eV/Å.

Computed properties:
Spin multiplicity: 1
Energy above the lowest of the compared OMol25 structures with the same formula, charge and spin in kcal per mole: 1.84
Net charge: +1
Total energy in eV: -12001.7306
E_HOMO in eV: -13.9
Orbital gap in eV: 11.09
LUMO level in eV: -2.824

=====

Q: The highest total energy belongs to which entry?
A: C4H14NO3

=====

Q: energy above the lowest of the compared OMol25 structures with the same formula, charge and spin of number 2 (C32H54N2O7PS)?
A: 0.00 kcal per mole

=====

Q: Which formula does entry 2 have?
A: C32H54N2O7PS